A single C3H3NO2 molecule at a distorted geometry. Source: the OMol25 dataset; level of theory: the ωB97M-V functional and the def2-TZVPD basis.

The calculated total energy comes out at -321.159949 Ha. The value obtained for the HOMO-LUMO gap is 10.5 eV. For the HOMO energy, the calculation gives -9.970 eV. The SMILES is O=NOC1C=C1. As for the energy relative to the best compared isomer or geometry (same formula, charge and spin): 136.6 kcal per mole. The net charge is 0.

Cartesian coordinates (Å):
O  -1.06  -0.77  0.06
C  0.96  0.76  0.29
N  -1.82  0.38  0.02
C  0.30  -0.58  0.35
C  1.23  -0.05  -0.70
H  0.60  -1.35  1.05
O  -2.97  0.19  -0.22
H  1.06  1.70  0.77
H  1.70  -0.27  -1.62